An isolated molecule of C4H6Br2S2 in a non-equilibrium geometry. Source: OMol25; level of theory: ωB97M-V with the def2-TZVPD basis set.

Orbital gap in eV: 9.4
E in eV: -165999.23146
Highest occupied orbital energy in eV: -9.09
Multiplicity: 1
Charge: 0
F_max in Eh/bohr: 0.06213
SMILES string: SC/C(Br)=C(\Br)CS

Atoms and positions in Å:
S: 2.22 -1.96 -0.58
C: 1.39 -0.61 -1.41
C: 0.10 -0.29 -0.78
Br: -1.30 -1.60 -1.10
C: -0.18 0.75 0.03
Br: 1.23 2.03 0.48
C: -1.61 1.04 0.77
S: -1.86 -0.34 1.96
H: 1.79 -1.47 0.52
H: 1.38 -0.79 -2.51
H: 1.99 0.37 -1.55
H: -2.38 0.95 0.03
H: -1.81 2.03 1.24
H: -0.97 -0.11 2.90